ORCA calculation (ωB97M-V/def2-TZVPD) on a cluster of 6 separate species, C2H14O4S in total.

As for the HOMO energy: -9.2 eV.

```
21
Properties=species:S:1:pos:R:3:forces:R:3
H 0.38633 0.79734 2.14930 -0.704 -0.171 -0.034
H -2.40200 -0.05754 -1.90129 -0.697 -0.194 -1.005
H 2.63421 -1.22211 -1.53109 -0.867 1.691 0.011
O -2.08736 0.14533 -1.03858 0.594 -0.092 -0.014
H 0.27057 -1.22325 -1.34158 -0.218 -0.465 0.274
O -2.23736 0.08642 1.39097 -2.314 2.941 1.097
H 0.86338 2.08967 -0.37164 -0.376 0.475 -0.117
H -2.24511 0.23690 0.41160 0.013 -0.812 -0.333
H -2.92766 0.84342 1.55077 1.817 -2.204 0.310
H -0.58198 1.17793 -0.86946 0.631 0.026 1.806
H -0.04967 -0.30507 0.84100 0.186 -1.449 0.031
O -0.39216 -1.75571 -0.84986 -0.569 1.698 0.222
H 1.60318 -2.62585 1.29410 -0.784 -0.926 1.060
O 2.13053 -0.35698 -1.62136 0.599 -1.588 -0.095
C -0.03372 1.60650 0.05308 0.596 1.501 -2.105
H 1.94126 -2.21075 0.83685 0.810 0.964 -1.083
C 0.49996 0.60971 1.07719 1.606 0.599 0.451
H -1.21155 -1.03272 -0.80919 0.934 -0.867 -0.412
S 2.30997 0.62338 1.01906 -2.031 -0.047 0.759
H 2.17639 0.14799 -0.76962 0.347 -0.474 -1.039
H -0.64721 2.42539 0.47976 0.426 -0.605 0.215
```
Forces are in eV/Å.


ORCA calculation (ωB97M-V/def2-TZVPD) on a structure of composition C21H56O7.

As for the HOMO energy: -8.0 eV.

```
84
Properties=species:S:1:pos:R:3:forces:R:3
C -1.45051 3.52334 -0.86926 -0.485 0.008 0.440
C -1.03250 0.04873 -0.24219 1.681 1.854 2.676
H -2.52041 -1.37570 -0.48264 -0.509 -0.089 -0.127
C 2.82186 1.09532 1.00274 0.414 -1.058 0.129
O -0.31634 0.96502 5.57529 -0.165 -0.708 0.509
C 0.36372 -3.28467 -3.11911 -0.387 0.567 -0.301
C -2.02331 -0.90556 0.36587 -1.215 -0.141 -0.919
H 2.49065 -3.78877 2.96352 -0.284 0.354 0.046
H -1.06387 -3.41020 -1.41997 -0.034 -0.350 -0.163
H 4.07940 -1.75241 0.93881 0.187 -1.585 -0.739
H 1.81686 0.78153 -3.17428 -0.175 0.205 -0.021
H -2.07439 0.66472 -2.79005 -0.469 0.629 -1.090
H 1.77551 0.61504 -4.93969 0.172 -0.216 -0.031
H 0.73960 -4.73249 -1.74945 0.771 -0.609 0.203
C 1.05119 -1.86891 2.03971 0.609 0.380 0.700
H -1.01735 1.06079 1.64252 1.432 1.963 -3.973
H 1.31632 0.36175 2.43335 1.139 0.788 0.797
C 2.78942 -3.71177 1.91810 -0.428 0.709 -0.219
C 1.97771 0.48598 -0.11647 0.546 2.152 -1.660
H -0.17175 -1.93244 -1.55592 5.550 -9.537 -6.159
H -4.00359 5.76229 -1.60261 -0.153 -0.037 0.145
H 0.32569 -2.61541 2.36296 -0.060 -0.241 -0.635
H -1.50640 0.59160 2.37792 -1.843 -0.994 3.405
C -1.36293 0.76757 4.62138 -0.295 -1.894 0.360
C -2.88351 4.17877 -0.64867 2.029 -0.674 -2.565
H 3.87669 -3.74113 1.98939 0.110 0.097 -0.530
O -0.07634 -0.69146 -0.92681 1.609 3.029 3.681
H -1.61375 -1.77205 0.88504 0.412 0.440 0.438
H 2.34145 0.78424 -1.09975 1.235 -0.631 -0.033
H -0.65397 4.26505 -0.81018 -0.033 0.309 0.285
H 1.62050 2.12697 2.53117 -0.269 -0.041 -0.180
H 2.78150 1.04375 3.21014 0.198 -0.198 -0.047
H -0.54868 -1.46365 -1.24653 -5.962 6.598 4.576
H -0.12449 1.42517 3.08091 -0.343 -0.251 -0.051
H -2.87357 -0.38149 5.92640 0.282 0.778 0.269
H -1.60433 -2.25023 -2.62498 0.205 -0.286 -0.187
H -2.18681 5.17441 0.82260 0.048 0.168 0.119
O -3.03692 4.81454 0.55913 0.218 0.306 1.465
H -1.66960 -1.42421 5.34490 1.038 0.413 -0.015
H 1.89017 -0.59591 -0.01674 -0.400 1.314 -0.660
H 1.97367 -4.68415 -3.12915 -0.303 -0.392 0.130
H -0.64954 0.98416 -2.00687 0.807 -0.229 -1.482
H 3.78263 -0.59430 1.28120 2.352 6.567 3.208
H 1.24017 -0.75267 -3.83569 0.840 1.550 -0.044
O -0.81573 0.14048 -5.21318 -0.100 -0.286 -0.283
C -0.80042 0.57961 3.20831 -0.745 -0.035 3.210
H -2.83959 -0.84768 4.31429 -0.053 0.408 -0.551
H 0.45084 -2.05516 -4.56994 0.058 0.411 -0.539
C -0.19113 0.79222 -4.11481 0.474 -1.102 1.379
C 2.20481 -2.40147 1.22024 0.019 -2.158 1.221
H -0.06662 1.92393 0.37262 0.257 -0.324 0.634
H 0.59043 -1.01481 1.54344 -0.154 -1.026 -0.036
O 1.08689 -2.28386 -3.88823 -1.276 -2.698 0.686
H -1.09906 -0.67263 -2.55183 0.634 1.360 -1.371
H -2.07275 1.59435 4.59539 0.091 0.283 0.152
C -1.02360 0.37804 -2.83197 0.354 2.191 -1.809
H -2.36921 5.86049 -2.13848 0.545 -0.330 0.480
H -3.60770 3.36460 -0.67668 -0.216 0.111 -0.110
C -3.13016 5.14773 -1.82064 -1.201 -0.276 -0.241
H 1.43529 -1.49425 2.98850 0.241 -0.025 0.095
H -0.14322 -3.90881 -3.85503 -0.180 -0.222 0.079
C 2.07256 1.14545 2.38847 1.239 -0.345 -0.508
H 1.03169 1.01688 -0.22270 1.824 -0.879 -0.641
H -1.72952 0.22026 -4.92991 -0.374 -0.279 -0.739
C -2.17280 -0.48923 5.09851 -0.618 -0.234 -0.359
C -0.31873 0.95883 0.81208 -2.041 -0.727 -0.928
H -3.40501 4.56029 -2.69669 0.123 -0.028 -0.189
C 1.37829 -4.13486 -2.39984 -0.317 0.324 -0.102
H 3.05270 2.14258 0.80766 0.452 -0.111 -0.401
H -0.14658 1.85717 -4.34285 -0.590 0.334 0.528
O 4.00327 0.29526 0.99555 5.041 10.886 -0.259
H 2.11436 -3.54873 -1.84962 -0.308 0.201 0.302
C 1.28830 0.32228 -4.00964 -1.322 0.735 -0.066
H -1.20362 2.70497 -0.19293 -0.748 0.884 0.272
C -0.72142 -2.66894 -2.14202 0.868 -3.313 -1.694
H 0.59563 0.46201 1.13644 -1.966 0.820 0.263
H 0.19284 1.77883 5.56829 -0.444 0.247 -0.668
H -1.24415 3.03066 -1.81941 -0.782 0.380 -0.541
O 3.21055 -1.36314 1.06201 -7.316 -15.285 -0.843
H -2.81256 -0.42187 0.94137 0.102 -0.033 0.146
H -0.26398 -0.34861 3.01152 -0.180 0.211 0.808
H 2.42988 -4.63380 1.46128 0.091 0.123 -0.290
H 1.79426 -2.59272 0.22879 0.411 -0.352 -0.186
H -1.34500 0.81208 -0.95476 -1.965 -0.856 1.351
```
Forces are in eV/Å.


Going through the records in order, we get E values of -21318.0654 -36997.8751 eV.
Going through the records in order, we get energy above the lowest of the compared OMol25 structures with the same formula, charge and spin values of 863.3 1975.2 kJ/mol.